C19H17Cl2CrN5OS2 | ωB97M-V with the def2-TZVPD basis set

Summary:
- molar mass (g mol⁻¹) = 518.4
- 2S+1 = 5
- energy above the lowest of the compared OMol25 structures with the same formula, charge and spin (kJ/mol) = 134.49
- E_HOMO (spin up / spin down) (hartree) = -0.19660 / -0.27984
- calculated total energy (eV) = -104613.3703
- lowest unoccupied orbital energy (spin up / spin down) (eV) = 0.2 / -0.2

Cartesian coordinates (Å):
Cr -0.779 0.930 -0.322
N -4.622 -0.809 -0.181
C -3.295 -0.591 0.063
S -2.877 0.945 0.847
N -2.408 -1.456 -0.288
N -1.135 -0.969 -0.089
C -0.180 -1.705 0.505
C -0.259 -3.168 0.672
C 0.787 -3.985 0.239
C 0.734 -5.357 0.420
C -0.365 -5.938 1.035
C -1.420 -5.138 1.449
C -1.372 -3.765 1.269
C 0.833 -0.908 1.097
C 1.975 -1.389 1.777
C 2.816 -0.515 2.409
C 2.531 0.865 2.388
C 1.411 1.282 1.712
N 0.579 0.454 1.080
H -5.261 -0.261 0.366
H -4.899 -1.754 -0.398
H 1.635 -3.541 -0.268
H 1.555 -5.978 0.083
H -0.400 -7.009 1.191
H -2.283 -5.584 1.927
H -2.188 -3.146 1.607
H 2.163 -2.452 1.794
H 3.694 -0.878 2.927
H 3.173 1.580 2.880
H 1.151 2.335 1.673
O -0.418 2.855 -0.503
N 0.745 3.347 -0.907
C 0.963 4.667 -0.727
C 2.154 5.236 -1.079
C 3.152 4.437 -1.641
C 2.901 3.101 -1.852
C 1.672 2.533 -1.491
S 1.281 0.892 -1.770
H 0.139 5.205 -0.283
H 2.306 6.293 -0.919
H 4.107 4.866 -1.912
H 3.636 2.447 -2.297
Cl -2.014 0.953 -2.427
C -2.796 2.451 -3.030
Cl -3.456 3.491 -1.771
H -3.614 2.128 -3.661
H -2.054 3.004 -3.593